This record from the OMol25 dataset describes C23H35NOP2Pd as an isolated structure. The level of theory is ωB97M-V with the def2-TZVPD basis set.

```
63
Properties=species:S:1:pos:R:3:forces:R:3:nbo_charge:R:1
Pd 1.028 -1.029 0.930 -1.6 0.4 0.4 0.50
P 2.401 -2.478 -0.187 -1.2 -1.1 0.6 1.31
P -0.596 2.637 0.369 -0.8 -2.5 -2.0 1.57
N 2.782 -0.821 0.109 1.0 3.1 0.6 -0.93
H -0.496 1.321 -1.749 -0.1 0.1 0.3 0.24
C 2.174 -2.467 -1.969 0.3 -0.1 -0.4 -0.97
H 2.640 -3.379 -2.360 -0.1 0.1 -0.2 0.22
H 2.676 -1.582 -2.371 -0.2 -0.2 -0.1 0.24
H 1.110 -2.463 -2.233 0.3 0.0 0.1 0.24
C 1.422 -4.034 0.169 0.4 -1.2 -0.6 -1.00
H 1.943 -4.860 -0.333 -0.2 -0.5 0.0 0.19
H 0.403 -3.995 -0.237 0.2 0.2 0.1 0.21
H 1.372 -4.269 1.236 0.1 0.2 -0.1 0.23
C 4.047 -3.102 0.189 0.2 -0.2 -0.2 -0.98
H 4.084 -4.170 -0.041 0.2 0.1 0.1 0.23
H 4.255 -2.925 1.253 0.1 -0.1 -0.4 0.25
H 4.740 -2.543 -0.454 0.1 -0.2 0.4 0.24
C -1.021 4.349 0.103 0.0 0.6 0.5 -0.99
H -1.013 4.818 1.095 0.1 0.4 -0.3 0.23
H -2.036 4.399 -0.310 0.2 -0.1 0.1 0.27
H -0.321 4.844 -0.577 -0.1 -0.1 0.1 0.26
C -1.473 2.126 1.834 -0.3 0.5 0.6 -0.99
H -1.915 3.038 2.237 -0.2 -0.2 0.4 0.23
H -0.794 1.683 2.561 0.0 0.0 0.0 0.26
H -2.260 1.414 1.596 0.0 0.0 -0.1 0.28
C 1.137 2.428 0.736 0.5 0.5 0.2 -0.98
H 1.442 3.367 1.208 0.3 -0.1 0.1 0.24
H 1.775 2.251 -0.130 -0.2 0.0 -0.1 0.27
H 1.278 1.597 1.440 -0.1 0.2 -0.2 0.26
C 3.777 0.077 0.498 0.6 0.8 -0.5 0.14
C 5.691 1.482 -0.121 -0.2 0.3 0.0 -0.22
C 4.489 0.864 -0.463 0.0 -0.9 0.2 -0.21
C 4.140 0.262 1.854 0.3 -0.5 -0.3 -0.27
C 5.341 0.889 2.193 -0.1 0.4 -0.3 -0.19
C 6.119 1.513 1.211 0.1 -0.2 0.0 -0.25
H 6.316 1.937 -0.903 -0.5 0.0 0.4 0.21
H 4.096 0.894 -1.486 0.4 -0.2 0.3 0.20
H 3.499 -0.170 2.623 0.2 -0.1 -0.2 0.22
H 5.689 0.883 3.227 -0.2 0.1 -0.2 0.21
H 7.048 2.033 1.474 -0.4 -0.4 -0.1 0.21
C -1.880 -1.599 0.100 0.6 1.0 1.5 0.64
O -1.120 -1.073 0.960 -1.0 -0.9 -1.3 -0.67
C -1.554 -1.719 -1.343 0.3 0.2 -0.5 -0.74
H -2.480 -1.657 -1.932 0.3 -0.1 0.2 0.24
H -1.087 -2.692 -1.559 -0.1 0.1 0.2 0.24
H -0.860 -0.930 -1.655 -0.1 -0.2 0.1 0.25
C -3.212 -2.129 0.524 0.2 0.0 0.3 -0.72
H -4.000 -1.527 0.056 0.0 -0.1 0.1 0.27
H -3.280 -2.099 1.613 -0.1 0.0 -0.2 0.23
H -3.312 -3.165 0.179 -0.1 0.1 0.0 0.23
C -1.218 1.592 -0.965 3.9 1.4 0.7 -0.91
C -2.482 1.304 -1.007 -3.9 -0.8 -0.3 0.21
C -3.862 1.102 -0.944 0.4 0.5 -0.1 -0.26
C -4.686 1.746 0.054 -0.1 -0.1 0.1 -0.25
C -6.030 1.409 0.198 0.7 0.1 -0.1 -0.20
C -6.630 0.516 -0.699 -0.4 -0.1 0.1 -0.30
C -5.904 -0.007 -1.781 0.7 0.3 0.1 -0.22
C -4.550 0.291 -1.914 -0.1 -0.5 0.0 -0.24
H -4.217 2.510 0.690 -0.3 -0.5 -0.1 0.19
H -6.605 1.841 1.026 0.2 -0.1 -0.4 0.21
H -7.672 0.242 -0.554 0.2 0.1 -0.1 0.21
H -6.392 -0.643 -2.525 0.2 0.2 0.3 0.21
H -3.957 -0.129 -2.739 -0.4 0.2 0.3 0.20
```
Forces are in eV/Å.

* HOMO-LUMO gap (spin up / spin down): 4.580 / 6.708 eV
* molecular weight: 509.91 g/mol
* relative energy (zero: lowest compared OMol25 entry of this formula, charge and spin): 0.378 eV
* spin multiplicity: 5
* LUMO (spin up / spin down): 0.0158 / -0.0253 hartree
* <S²>: 6.0483


This record from the OMol25 dataset describes a 2-piece molecular cluster, C6H7NO2S overall. The level of theory is ωB97M-V with the def2-TZVPD basis set.

```
17
Properties=species:S:1:pos:R:3:forces:R:3:nbo_charge:R:1
C 3.161 -0.906 0.464 -2.2 -1.6 -0.4 -0.17
C 2.188 -1.637 0.402 1.3 1.5 0.3 -0.11
C -0.165 -2.602 0.297 -0.9 -0.6 0.1 -0.16
C 0.941 -2.214 0.368 2.8 0.6 0.1 -0.04
C -0.436 0.591 1.256 0.3 -0.6 -1.9 0.02
C -0.808 0.667 -1.115 -0.4 0.1 -0.7 -0.48
N -1.086 0.216 0.239 0.7 1.9 0.0 -0.41
O -3.827 0.445 0.117 1.1 -0.7 0.7 -0.93
O -2.952 -1.640 -0.752 0.7 1.0 1.7 -0.94
S -2.962 -0.707 0.406 -2.3 -0.3 -1.9 1.65
H 3.904 -0.196 0.306 1.0 0.5 0.1 0.24
H -1.158 -2.837 0.277 -1.9 -0.7 -0.2 0.24
H -0.917 0.542 2.178 -0.4 -0.6 1.8 0.19
H 0.601 0.880 1.153 0.1 0.7 0.1 0.19
H -1.771 1.237 -1.308 1.4 0.2 0.0 0.26
H 0.209 1.246 -1.373 -2.4 -1.5 0.9 0.22
H -1.051 -0.226 -1.699 0.9 0.1 -0.6 0.25
```
Forces are in eV/Å.

* HOMO-LUMO gap: 9.751 eV
* molecular weight: 157.19 g/mol
* relative energy (zero: lowest compared OMol25 entry of this formula, charge and spin): 6.247 eV
* LUMO: -0.0022 hartree


This record from the OMol25 dataset describes a 2-piece molecular cluster, C6H12O overall. The level of theory is ωB97M-V with the def2-TZVPD basis set.

```
19
Properties=species:S:1:pos:R:3:forces:R:3:nbo_charge:R:1
C 0.567 3.624 0.015 -1.2 0.2 1.3 -0.60
C 0.325 2.240 -0.586 0.4 0.5 -2.1 -0.46
C -1.574 -1.429 1.157 -1.5 0.1 -0.5 -0.40
C -2.065 -0.701 0.118 0.9 -0.8 -0.8 -0.18
C -1.276 0.295 -0.631 1.7 2.8 2.4 -0.27
C -0.536 1.207 0.045 -0.8 -0.2 1.2 -0.14
H 0.322 3.601 1.088 0.9 0.0 0.0 0.20
H 1.545 4.029 -0.234 0.1 -0.2 0.4 0.22
H -0.160 4.377 -0.308 0.0 -0.3 -0.5 0.20
H -0.213 2.508 -1.507 0.5 -0.5 -0.3 0.21
H 1.309 1.818 -0.874 -0.4 0.0 0.1 0.21
H -1.776 -2.494 1.070 -1.0 0.1 1.1 0.20
H -1.214 -1.022 2.096 1.5 -0.1 -0.6 0.20
H -3.001 -1.011 -0.331 0.5 -0.9 -0.8 0.20
H -0.926 0.320 -1.661 -1.4 -0.8 -0.5 0.22
H -0.564 1.206 1.151 -0.2 0.1 -0.5 0.18
H 2.652 -6.342 -0.864 -0.2 -0.7 -0.4 0.47
H 3.530 -6.402 0.438 -0.4 0.1 -0.6 0.47
O 3.055 -5.825 -0.182 0.6 0.6 1.0 -0.95
```
Forces are in eV/Å.

* HOMO-LUMO gap: 8.624 eV
* molecular weight: 100.16 g/mol
* relative energy (zero: lowest compared OMol25 entry of this formula, charge and spin): 3.743 eV
* LUMO: 0.0251 hartree


This record from the OMol25 dataset describes a 2-piece molecular cluster, C2H11N6 overall. The level of theory is ωB97M-V with the def2-TZVPD basis set.

```
19
Properties=species:S:1:pos:R:3:forces:R:3:nbo_charge:R:1
C -1.130 -1.034 -1.348 -0.9 -0.1 0.7 -0.12
C -0.574 -0.478 0.849 0.5 0.2 0.7 0.67
N -1.177 -0.228 -0.345 -0.3 0.2 -1.0 -0.47
N -0.859 0.426 1.815 0.0 -0.2 0.1 -0.79
N -0.060 -1.665 1.236 -0.1 0.0 -0.1 -0.79
N 1.394 -0.249 -1.061 0.0 -0.7 -1.7 -0.57
N 1.126 0.393 -0.019 0.3 -0.2 1.6 -0.16
N 0.679 2.046 -0.343 -0.2 0.3 -0.2 -0.74
H -1.589 -0.679 -2.260 0.0 0.0 -0.2 0.22
H -0.914 -2.100 -1.287 0.3 0.0 0.1 0.19
H -1.613 1.071 1.650 -0.1 -0.1 -0.1 0.42
H 0.130 2.287 0.479 0.1 0.1 -0.2 0.41
H 0.399 -1.703 2.132 0.0 -0.1 0.0 0.41
H 0.319 -2.287 0.542 0.0 0.1 0.0 0.41
H 0.579 -0.645 -1.640 0.7 0.4 0.1 0.30
H 2.248 -0.116 -1.591 0.1 -0.1 0.1 0.39
H 1.536 2.593 -0.378 -0.2 0.0 0.0 0.41
H 0.133 2.145 -1.200 0.0 0.1 0.2 0.40
H -0.628 0.223 2.772 -0.1 0.0 0.0 0.41
```
Forces are in eV/Å.

* HOMO-LUMO gap: 9.265 eV
* molecular weight: 119.15 g/mol
* relative energy (zero: lowest compared OMol25 entry of this formula, charge and spin): 0.796 eV
* total charge: +1
* LUMO: -0.1332 hartree


This record from the OMol25 dataset describes a 3-piece molecular cluster, C6H15NO overall. The level of theory is ωB97M-V with the def2-TZVPD basis set.

```
23
Properties=species:S:1:pos:R:3:forces:R:3:nbo_charge:R:1
C 2.203 0.442 -0.607 1.6 0.1 0.3 0.22
C 0.238 -0.337 0.564 1.2 0.4 -0.7 -0.09
C -0.273 0.246 -0.556 -2.0 -0.7 1.0 -0.32
C -2.350 -0.244 0.353 -0.5 0.3 -0.7 -0.42
C 0.515 -1.796 0.702 0.2 0.2 -0.1 -0.66
C -2.787 1.031 1.014 0.1 0.1 0.0 -0.66
N 2.498 -0.419 -1.678 -0.2 0.0 -0.1 -0.88
O 2.260 1.806 -0.983 -0.4 -0.3 0.2 -0.74
H 1.985 2.340 -0.228 0.0 0.0 -0.1 0.47
H 2.827 0.233 0.265 0.0 0.0 0.0 0.13
H 0.277 0.257 1.473 0.1 0.0 0.0 0.20
H 3.481 -0.419 -1.948 -0.2 0.0 0.1 0.37
H 1.949 -0.194 -2.499 0.0 0.0 0.0 0.36
H -0.434 1.315 -0.595 0.0 -0.1 -0.1 0.21
H -0.314 -0.311 -1.484 0.0 0.0 0.0 0.20
H -2.808 -0.460 -0.610 -0.1 0.0 0.1 0.18
H -2.355 -1.124 0.993 0.3 0.0 0.0 0.17
H -0.123 -2.236 1.471 0.0 0.0 0.0 0.22
H 1.555 -1.948 1.007 -0.1 -0.1 0.0 0.23
H 0.361 -2.325 -0.238 0.0 0.0 0.0 0.22
H -3.844 1.021 1.322 0.1 0.0 0.0 0.21
H -2.198 1.233 1.917 -0.1 0.0 -0.1 0.20
H -2.661 1.889 0.346 0.0 -0.1 0.1 0.20
```
Forces are in eV/Å.

* HOMO-LUMO gap (spin up / spin down): 7.159 / 7.177 eV
* molecular weight: 117.19 g/mol
* relative energy (zero: lowest compared OMol25 entry of this formula, charge and spin): 6.372 eV
* LUMO (spin up / spin down): 0.0316 / 0.0316 hartree


This record from the OMol25 dataset describes C7H11AuNO5 as an isolated structure. The level of theory is ωB97M-V with the def2-TZVPD basis set.

```
25
Properties=species:S:1:pos:R:3:forces:R:3:nbo_charge:R:1
Au 0.101 0.978 1.438 0.4 -1.1 0.1 0.87
O 2.682 -0.280 0.452 0.0 -0.2 0.0 -0.76
C 2.201 -0.155 -0.872 0.0 0.0 0.0 -0.07
C 0.879 -0.851 -1.118 0.0 -0.2 0.0 -0.25
N -0.305 -0.232 -0.476 -0.1 0.5 0.0 -0.50
C -1.184 -1.281 0.069 0.0 0.0 0.0 -0.36
C -0.499 -2.028 1.220 -0.2 -0.2 -0.1 0.76
O -0.859 -3.175 1.458 0.1 0.1 0.0 -0.68
O 0.407 -1.357 1.836 -0.2 0.4 -0.1 -0.82
C -1.052 0.562 -1.477 0.0 0.0 -0.1 -0.34
C -2.181 1.477 -0.927 0.1 -0.1 -0.3 0.75
O -3.077 1.710 -1.753 0.0 0.1 0.1 -0.74
O -2.027 1.899 0.238 -0.3 0.0 0.2 -0.80
H 2.039 -0.793 0.980 0.0 0.1 0.0 0.51
H 2.124 0.908 -1.132 0.0 0.0 0.0 0.16
H 2.929 -0.609 -1.556 0.0 0.1 0.0 0.16
H 0.704 -0.903 -2.198 0.0 0.0 0.0 0.20
H 0.971 -1.880 -0.762 0.0 0.0 0.0 0.21
H -2.085 -0.802 0.460 0.0 0.0 -0.1 0.24
H -1.480 -1.988 -0.713 0.0 0.0 0.0 0.20
H -0.335 1.205 -1.993 0.0 0.0 0.0 0.20
H -1.502 -0.110 -2.216 0.1 0.0 0.0 0.19
C 0.453 2.300 2.708 0.0 0.5 -0.1 -0.44
H 1.438 2.590 3.080 0.0 0.0 0.0 0.15
H -0.343 2.815 3.251 0.0 -0.1 0.1 0.16
```
Forces are in eV/Å.

* HOMO-LUMO gap: 6.550 eV
* molecular weight: 386.13 g/mol
* relative energy (zero: lowest compared OMol25 entry of this formula, charge and spin): 0.203 eV
* total charge: -1
* LUMO: 0.0573 hartree